Density functional theory data (wB97M-V/def2-TZVPD) for a 9-piece molecular cluster, C42H105F4N9O22S4 overall at a distorted geometry.

```
186
Properties=species:S:1:pos:R:3:forces:R:3
N 16.453 -12.180 22.522 2.6 5.5 -0.9
S 15.084 -12.355 21.919 -8.0 -7.2 -0.7
O 15.009 -12.467 20.462 0.1 1.2 1.8
O 13.824 -12.046 22.658 3.2 0.5 -1.7
F 15.196 -13.944 22.359 -0.6 -0.4 -0.3
S 16.497 -10.549 21.901 4.8 4.6 0.9
O 15.612 -9.651 22.647 0.3 -1.6 -1.8
O 16.981 -10.159 20.546 -2.2 -1.9 2.5
F 17.892 -10.161 22.656 0.0 -0.7 0.3
N 9.581 -10.382 16.190 -0.5 -4.7 2.1
S 10.987 -10.677 15.581 4.5 2.5 -4.4
O 11.111 -11.283 14.200 -0.8 1.5 3.9
O 12.119 -10.879 16.477 -1.7 -0.7 -0.8
F 11.107 -9.063 15.335 0.7 -0.2 -1.0
S 9.447 -11.892 16.994 -3.3 -1.1 0.7
O 9.511 -11.829 18.443 0.6 0.1 -2.0
O 9.853 -13.107 16.278 0.5 2.1 1.1
F 7.856 -12.008 16.747 -0.1 0.3 0.2
C 23.254 -14.003 26.209 -1.8 -0.1 1.1
O 22.315 -12.984 25.750 1.7 0.2 1.3
C 22.337 -11.778 26.571 -0.6 0.0 -1.7
C 20.977 -11.098 26.582 0.6 -1.2 1.5
N 20.021 -11.817 27.364 -3.3 0.7 -1.4
C 18.747 -10.936 27.418 0.9 -2.0 1.8
C 17.570 -11.586 28.243 0.9 -0.4 -1.4
O 17.276 -12.915 27.733 -0.9 0.6 1.1
C 15.877 -13.063 27.374 1.0 0.3 -1.2
H 22.854 -14.430 27.128 -0.8 -0.3 0.2
H 24.207 -13.741 26.667 0.6 0.9 -1.2
H 23.258 -14.842 25.513 0.3 0.5 -0.3
H 22.945 -11.017 26.083 0.7 -0.2 0.0
H 22.698 -11.914 27.591 0.0 -0.4 0.1
H 20.584 -10.929 25.579 0.2 0.1 0.0
H 21.140 -10.168 27.127 0.4 0.9 -0.5
H 20.306 -12.371 28.159 -0.2 0.5 0.0
H 18.406 -10.611 26.436 0.3 -0.6 -0.2
H 19.086 -10.038 27.935 -0.4 0.5 0.2
H 16.686 -10.951 28.197 0.0 0.1 -0.2
H 17.854 -11.620 29.295 0.1 -0.4 0.2
H 15.122 -12.815 28.120 0.4 0.3 0.4
H 15.648 -14.070 27.026 0.6 -0.2 0.3
H 15.788 -12.456 26.473 -0.7 0.3 0.1
C 22.506 -4.610 22.678 -1.9 0.6 -0.2
O 21.615 -4.227 21.509 1.3 -1.9 1.2
C 20.684 -5.290 21.104 -0.1 1.4 -0.9
C 20.131 -4.984 19.675 2.3 0.6 1.6
N 21.184 -4.953 18.661 -1.2 -1.8 0.2
C 20.545 -5.013 17.363 2.9 1.1 0.1
C 21.647 -4.845 16.344 -0.6 1.1 -2.1
O 22.500 -3.633 16.431 -1.0 -1.6 -0.4
C 23.262 -3.502 15.230 0.9 -0.6 1.0
H 23.493 -4.148 22.686 -0.2 0.2 -0.8
H 22.634 -5.668 22.909 -0.1 -0.3 -1.0
H 22.003 -4.267 23.582 -0.1 0.4 0.0
H 19.762 -5.229 21.681 0.2 -0.3 0.8
H 21.145 -6.277 21.142 0.1 0.1 0.1
H 19.684 -3.992 19.729 -0.7 0.1 0.1
H 19.389 -5.761 19.496 0.1 0.1 -0.4
H 21.847 -4.193 18.703 -0.4 0.2 0.4
H 19.868 -4.167 17.240 -0.7 -0.3 -0.2
H 20.173 -6.008 17.117 -0.7 0.2 0.4
H 21.063 -4.745 15.429 0.0 0.3 -0.6
H 22.162 -5.782 16.131 0.9 0.1 0.7
H 24.071 -2.802 15.441 -0.3 0.4 -0.1
H 22.735 -3.256 14.308 -0.5 0.2 0.2
H 23.801 -4.432 15.051 -0.1 -0.4 -0.2
C 23.806 -12.611 19.422 0.8 0.4 0.8
O 23.047 -13.694 19.808 -1.6 -0.9 0.0
C 21.720 -13.374 20.313 -0.3 -0.8 -0.4
C 21.033 -14.730 20.467 -0.2 0.2 -0.2
N 21.779 -15.470 21.456 -0.1 -1.4 0.3
C 21.640 -16.949 21.303 1.6 0.1 1.0
C 22.505 -17.824 22.285 -0.5 1.7 -0.1
O 22.295 -17.377 23.621 -0.1 -2.3 1.3
C 22.704 -18.432 24.578 1.6 1.3 -0.9
H 23.366 -11.998 18.636 -0.3 0.2 0.1
H 24.778 -12.958 19.074 -0.1 -0.2 -0.2
H 24.006 -12.077 20.351 0.1 1.0 -0.2
H 21.147 -12.798 19.586 0.2 0.3 -0.1
H 21.741 -12.869 21.279 0.4 0.2 0.0
H 21.047 -15.159 19.465 0.2 -0.5 -0.3
H 19.975 -14.715 20.727 0.0 0.6 0.2
H 22.725 -15.177 21.258 0.5 -0.6 0.3
H 22.076 -17.228 20.344 -0.6 -0.3 -0.6
H 20.620 -17.299 21.462 -0.1 0.5 -0.4
H 23.559 -17.750 22.017 0.4 0.2 0.0
H 22.251 -18.875 22.147 -0.4 -0.1 0.1
H 23.792 -18.392 24.630 0.5 0.1 -0.1
H 22.561 -19.467 24.268 -1.0 0.1 -0.2
H 22.451 -18.256 25.623 -1.0 0.3 -0.4
C 14.471 -19.441 19.287 0.6 -1.6 -0.4
O 13.529 -20.334 19.922 0.3 1.5 -0.7
C 12.217 -19.930 19.480 1.0 -0.6 2.1
C 11.246 -21.024 19.942 -1.4 1.4 -1.2
N 11.502 -22.306 19.354 2.6 1.4 1.0
C 10.494 -23.296 19.272 0.5 0.8 -1.2
C 11.278 -24.519 18.866 -1.3 -1.0 1.2
O 11.884 -24.997 20.070 0.6 -1.2 -0.7
C 12.040 -26.428 20.190 -1.1 0.5 0.4
H 14.306 -18.365 19.335 -0.7 -0.1 0.1
H 14.510 -19.827 18.268 0.0 0.7 -0.5
H 15.494 -19.600 19.629 -0.2 -0.2 0.7
H 12.184 -19.630 18.432 0.0 -0.8 -0.5
H 12.046 -18.983 19.992 -0.7 0.1 0.2
H 10.338 -20.740 19.410 -1.0 0.9 0.6
H 11.066 -20.985 21.016 0.3 -0.3 0.0
H 11.758 -22.015 18.421 0.3 -0.7 -0.3
H 9.840 -22.983 18.458 -0.8 -0.4 -0.2
H 9.890 -23.409 20.172 0.4 -0.2 0.1
H 12.025 -24.340 18.093 -0.1 0.2 0.0
H 10.492 -25.173 18.487 0.3 -1.0 -0.1
H 12.994 -26.738 20.616 0.1 0.5 -0.1
H 11.854 -27.029 19.301 0.2 0.5 -0.5
H 11.248 -26.735 20.873 0.0 -0.3 0.3
C 16.992 -15.604 12.534 -0.1 -0.4 -0.2
O 16.614 -14.963 13.695 -0.2 1.7 1.4
C 15.817 -15.505 14.759 -0.1 -0.9 -0.4
C 14.255 -15.499 14.534 1.9 -0.2 -0.1
N 13.784 -16.761 13.989 -0.1 -1.3 -1.1
C 12.398 -16.807 13.497 0.7 0.0 0.6
C 12.206 -17.819 12.348 -0.2 -0.1 -0.9
O 13.084 -17.650 11.191 -0.5 -0.1 1.0
C 13.041 -16.375 10.558 0.4 -0.3 0.9
H 17.298 -14.879 11.779 -0.6 0.5 0.0
H 16.154 -16.191 12.160 0.3 -0.5 -0.4
H 17.942 -16.130 12.631 -0.2 -1.0 0.4
H 16.079 -14.996 15.687 -0.2 1.0 -0.5
H 16.188 -16.488 15.049 -0.3 -0.7 -0.6
H 14.059 -14.655 13.873 -0.3 0.4 0.1
H 13.846 -15.334 15.531 -0.4 0.1 -0.2
H 14.206 -17.020 13.109 1.5 0.3 0.2
H 12.179 -15.812 13.110 -0.8 0.1 0.2
H 11.845 -17.065 14.400 -1.0 0.1 -0.5
H 11.177 -17.810 11.989 -0.4 0.8 0.0
H 12.263 -18.887 12.561 0.8 0.1 0.7
H 13.887 -16.396 9.871 -0.3 0.2 -0.2
H 13.216 -15.605 11.309 0.1 0.3 -0.1
H 12.094 -16.157 10.065 -0.1 -0.2 -0.2
C 3.170 -16.312 23.627 1.4 -0.7 0.0
O 4.594 -16.074 23.461 -1.0 0.2 -0.6
C 5.065 -16.309 22.095 -0.1 0.3 0.2
C 6.531 -15.789 22.033 -2.8 -0.5 -1.8
N 7.255 -16.687 22.843 0.1 -0.2 0.5
C 8.520 -16.133 23.341 -2.2 0.5 1.2
C 8.367 -15.289 24.611 2.7 -0.6 0.7
O 8.302 -16.035 25.815 0.8 -0.8 0.2
C 7.199 -16.797 26.049 -1.7 0.1 1.0
H 2.862 -16.305 24.673 0.5 0.8 0.2
H 2.989 -17.366 23.413 -0.3 0.0 -0.9
H 2.592 -15.606 23.032 -0.1 -0.2 0.0
H 4.477 -15.819 21.320 -0.4 0.5 0.3
H 4.959 -17.371 21.878 0.4 -0.3 0.1
H 6.362 -14.772 22.389 0.8 0.5 0.0
H 6.810 -15.847 20.981 0.3 0.5 -0.1
H 6.508 -16.718 23.521 1.1 -1.0 1.5
H 8.856 -15.446 22.565 0.8 -0.5 0.0
H 9.160 -16.941 23.697 0.4 0.1 -0.8
H 7.754 -14.388 24.653 -0.3 -0.1 -0.3
H 9.419 -15.111 24.838 0.2 1.8 -1.0
H 6.910 -17.522 25.288 0.1 0.1 -0.3
H 6.428 -16.051 26.246 -1.1 -0.4 -0.2
H 7.311 -17.357 26.977 0.3 0.0 0.1
C 13.242 -5.282 25.302 0.7 -3.0 2.4
O 13.051 -4.037 24.876 -1.4 2.8 -1.5
C 14.197 -3.321 24.571 0.5 0.9 -1.0
C 14.934 -2.616 25.741 0.2 -1.9 0.0
N 16.034 -1.753 25.253 -2.1 0.4 0.7
C 15.352 -0.593 24.654 1.4 2.0 -0.3
C 16.310 0.658 24.398 -1.1 -1.9 -1.3
O 16.563 0.643 23.004 0.6 0.7 -0.8
C 17.568 -0.209 22.545 1.0 -0.5 -0.1
H 13.177 -5.273 26.390 0.4 -0.2 0.6
H 14.211 -5.699 25.027 0.2 0.0 -0.1
H 12.504 -6.051 25.077 -0.4 0.5 -0.9
H 14.005 -2.596 23.780 -1.0 0.6 0.4
H 14.816 -3.934 23.915 1.0 -0.7 0.7
H 15.305 -3.400 26.402 0.5 -0.2 -0.1
H 14.233 -2.123 26.415 -0.1 0.6 -0.5
H 16.486 -2.299 24.532 0.3 0.1 -0.2
H 14.514 -0.189 25.223 0.1 -0.6 0.7
H 14.916 -0.765 23.670 0.1 -0.2 -0.1
H 17.265 0.572 24.916 -0.3 0.3 0.6
H 15.743 1.585 24.479 0.3 0.0 0.8
H 18.078 -0.800 23.306 -0.6 -0.4 0.5
H 18.443 0.302 22.144 -0.2 0.7 -0.4
H 17.202 -0.875 21.764 -0.2 -0.1 0.1
```
Positions in Å, forces in eV/Å.

Values from the calculation:
highest occupied orbital energy: -4.996 eV
total charge: -2
total energy: -5802.848681 Eh
gap between HOMO and LUMO: 8.1 eV